(1)
Entry from OMol25: 14 unconnected molecules or ions with the total composition C56H154N14O14 at a distorted geometry (ωB97M-V with the def2-TZVPD basis set).

Element x y z (Å)
C (4.256, 1.902, -3.287)
C (4.973, 0.668, -2.752)
C (4.308, 0.233, -1.463)
O (4.955, -0.941, -0.920)
C (5.033, -1.009, 0.513)
N (4.899, -0.440, -3.729)
H (4.298, 2.739, -2.596)
H (3.229, 1.569, -3.329)
H (4.575, 2.101, -4.294)
H (6.070, 1.061, -2.527)
H (3.284, -0.086, -1.727)
H (4.284, 1.053, -0.723)
H (5.357, -2.036, 0.771)
H (3.984, -0.804, 0.926)
H (5.687, -0.317, 0.986)
H (5.526, -0.336, -4.513)
H (5.193, -1.332, -3.250)
C (4.852, -5.495, 0.564)
C (3.786, -5.299, -0.456)
C (2.594, -4.609, 0.108)
O (1.612, -4.222, -0.857)
C (1.089, -5.192, -1.743)
N (4.391, -4.590, -1.591)
H (5.677, -5.931, 0.013)
H (4.487, -6.190, 1.355)
H (5.129, -4.544, 1.011)
H (3.539, -6.301, -0.826)
H (2.931, -3.658, 0.554)
H (2.194, -5.272, 0.875)
H (0.132, -4.823, -2.010)
H (0.931, -6.127, -1.289)
H (1.813, -5.306, -2.549)
H (3.871, -4.873, -2.408)
H (4.499, -3.598, -1.469)
C (-2.791, 5.483, 1.113)
C (-1.957, 4.527, 0.279)
C (-1.574, 3.321, 1.155)
O (-0.522, 3.670, 2.094)
C (-0.203, 2.581, 2.946)
N (-2.672, 4.070, -0.873)
H (-2.999, 6.477, 0.733)
H (-2.151, 5.713, 2.056)
H (-3.677, 4.954, 1.485)
H (-1.016, 4.965, 0.057)
H (-1.270, 2.411, 0.482)
H (-2.449, 2.969, 1.706)
H (-1.145, 2.108, 3.250)
H (0.453, 2.927, 3.733)
H (0.423, 1.810, 2.409)
H (-2.941, 4.927, -1.375)
H (-2.010, 3.576, -1.517)
C (5.104, -3.852, 5.748)
C (4.887, -4.107, 4.255)
C (3.391, -4.157, 3.949)
O (2.869, -5.296, 4.626)
C (1.448, -5.430, 4.662)
N (5.579, -3.216, 3.311)
H (4.588, -4.647, 6.370)
H (4.793, -2.843, 6.079)
H (6.133, -3.900, 5.939)
H (5.211, -5.099, 3.945)
H (3.285, -4.184, 2.821)
H (2.907, -3.275, 4.317)
H (1.041, -5.637, 3.636)
H (0.965, -4.533, 5.007)
H (1.249, -6.233, 5.345)
H (6.566, -3.147, 3.590)
H (5.262, -2.244, 3.330)
C (3.612, 0.980, 5.602)
C (2.905, 0.874, 4.250)
C (3.271, 1.905, 3.184)
O (2.880, 3.191, 3.608)
C (3.089, 4.107, 2.496)
N (3.057, -0.480, 3.577)
H (3.023, 0.339, 6.216)
H (3.576, 2.016, 5.837)
H (4.670, 0.699, 5.389)
H (1.867, 1.101, 4.424)
H (2.655, 1.628, 2.288)
H (4.305, 1.880, 2.810)
H (3.039, 5.120, 2.990)
H (2.428, 4.051, 1.671)
H (4.118, 4.072, 2.183)
H (2.418, -0.670, 2.805)
H (3.014, -1.150, 4.346)
C (-0.398, 6.740, -8.465)
C (0.148, 5.319, -8.591)
C (0.592, 4.805, -7.261)
O (1.245, 3.545, -7.492)
C (1.875, 3.100, -6.334)
N (-0.740, 4.457, -9.380)
H (-0.143, 7.274, -9.331)
H (0.187, 7.262, -7.688)
H (-1.464, 6.805, -8.124)
H (1.108, 5.395, -9.099)
H (-0.212, 4.772, -6.490)
H (1.334, 5.490, -6.803)
H (2.308, 2.110, -6.418)
H (1.020, 3.090, -5.640)
H (2.556, 3.869, -5.848)
H (-1.499, 4.209, -8.754)
H (-0.193, 3.582, -9.451)
C (-4.986, 0.640, -0.262)
C (-5.380, -0.721, -0.690)
C (-4.136, -1.449, -1.247)
O (-4.453, -2.801, -1.636)
C (-3.299, -3.472, -2.035)
N (-5.944, -1.515, 0.409)
H (-4.438, 0.647, 0.725)
H (-5.811, 1.338, -0.160)
H (-4.271, 1.113, -1.014)
H (-6.045, -0.617, -1.510)
H (-3.417, -1.489, -0.359)
H (-3.674, -0.855, -2.049)
H (-2.960, -3.123, -3.031)
H (-3.496, -4.526, -2.159)
H (-2.491, -3.434, -1.315)
H (-6.096, -2.403, 0.027)
H (-5.316, -1.601, 1.219)
C (-4.837, -1.273, 5.656)
C (-5.142, -0.332, 4.451)
C (-3.769, 0.292, 3.973)
O (-2.992, 1.044, 4.955)
C (-3.389, 2.381, 5.148)
N (-5.765, -1.108, 3.407)
H (-5.712, -1.553, 6.200)
H (-4.063, -0.891, 6.279)
H (-4.431, -2.168, 5.251)
H (-5.753, 0.430, 4.865)
H (-3.972, 0.964, 3.168)
H (-3.115, -0.529, 3.668)
H (-4.200, 2.369, 5.860)
H (-3.699, 2.832, 4.215)
H (-2.484, 2.865, 5.548)
H (-6.520, -1.680, 3.751)
H (-6.110, -0.585, 2.602)
C (1.675, -3.007, 8.313)
C (1.622, -1.485, 8.124)
C (0.653, -1.057, 7.061)
O (1.060, -1.421, 5.745)
C (0.130, -1.239, 4.782)
N (1.240, -0.732, 9.326)
H (1.727, -3.582, 7.340)
H (0.881, -3.455, 8.953)
H (2.565, -3.339, 8.838)
H (2.665, -1.177, 7.830)
H (0.528, 0.025, 7.216)
H (-0.356, -1.436, 7.360)
H (-0.297, -0.266, 4.734)
H (-0.665, -2.004, 4.862)
H (0.682, -1.411, 3.854)
H (0.291, -0.912, 9.625)
H (1.925, -0.821, 10.054)
C (1.482, 6.266, -2.270)
C (0.040, 6.047, -2.702)
C (-0.324, 6.980, -3.946)
O (-0.213, 8.317, -3.491)
C (-1.028, 9.157, -4.271)
N (-0.277, 4.623, -2.873)
H (1.608, 5.665, -1.401)
H (1.728, 7.250, -1.888)
H (2.237, 5.940, -3.057)
H (-0.581, 6.444, -1.930)
H (-1.386, 6.678, -4.176)
H (0.258, 6.752, -4.848)
H (-1.049, 10.117, -3.750)
H (-2.018, 8.671, -4.298)
H (-0.681, 9.290, -5.290)
H (0.439, 4.251, -3.541)
H (-1.206, 4.680, -3.364)
C (-2.996, -7.389, 3.706)
C (-3.541, -6.106, 4.481)
C (-3.994, -4.927, 3.419)
O (-2.951, -4.431, 2.636)
C (-3.185, -4.577, 1.259)
N (-4.646, -6.239, 5.430)
H (-2.502, -6.963, 2.776)
H (-3.833, -8.039, 3.436)
H (-2.281, -7.963, 4.210)
H (-2.588, -5.818, 5.025)
H (-4.433, -4.076, 3.993)
H (-4.840, -5.261, 2.854)
H (-4.121, -4.132, 1.021)
H (-3.147, -5.620, 0.842)
H (-2.390, -4.083, 0.695)
H (-5.207, -7.006, 5.133)
H (-4.309, -6.444, 6.418)
C (-1.236, -1.629, 1.508)
C (-0.133, -1.491, 0.421)
C (-0.157, -0.106, -0.091)
O (0.674, 0.020, -1.193)
C (0.374, 1.226, -1.863)
N (1.171, -1.738, 0.991)
H (-1.093, -2.650, 1.972)
H (-2.215, -1.673, 1.051)
H (-1.209, -0.912, 2.383)
H (-0.248, -2.150, -0.472)
H (0.225, 0.632, 0.711)
H (-1.164, 0.107, -0.324)
H (1.233, 1.390, -2.492)
H (0.336, 2.001, -1.137)
H (-0.488, 1.240, -2.465)
H (1.224, -2.736, 1.037)
H (1.866, -1.506, 0.330)
C (-0.364, -2.636, -4.614)
C (1.135, -2.428, -4.808)
C (1.524, -0.953, -5.009)
O (0.722, -0.343, -6.069)
C (1.241, -0.585, -7.337)
N (1.839, -3.008, -3.629)
H (-0.622, -3.725, -4.468)
H (-0.896, -2.231, -5.481)
H (-0.682, -2.112, -3.736)
H (1.394, -2.898, -5.776)
H (2.633, -0.885, -5.128)
H (1.224, -0.482, -4.005)
H (1.135, -1.571, -7.713)
H (2.278, -0.266, -7.356)
H (0.711, 0.074, -7.966)
H (2.695, -2.487, -3.394)
H (1.191, -2.902, -2.870)
C (-2.156, 2.221, -6.583)
C (-2.030, 2.136, -5.080)
C (-3.231, 2.660, -4.329)
O (-3.291, 4.069, -4.525)
C (-4.554, 4.670, -4.341)
N (-1.681, 0.743, -4.662)
H (-3.033, 1.670, -6.807)
H (-1.331, 1.784, -7.166)
H (-2.279, 3.214, -6.841)
H (-1.255, 2.763, -4.585)
H (-3.148, 2.465, -3.207)
H (-4.106, 2.260, -4.762)
H (-4.349, 5.732, -4.493)
H (-4.961, 4.472, -3.322)
H (-5.248, 4.406, -5.144)
H (-1.258, 0.241, -5.503)
H (-2.499, 0.213, -4.362)

Values from the calculation:
Total energy (eV): -110085.349
Largest force on an atom (Eh/bohr): 0.0746
Frontier orbital gap (eV): 9.27
Energy relative to the best compared isomer or geometry (same formula, charge and spin) (eV): 5.249
LUMO energy (eV): 0.5

---

(2)
Entry from OMol25: 2 unconnected molecules or ions with the total composition C19H25Cl2F13N3 at a distorted geometry (ωB97M-V with the def2-TZVPD basis set).

Element x y z (Å)
C (2.110, -3.480, -2.499)
C (2.262, -2.590, -1.674)
C (2.438, -1.597, -0.638)
C (3.027, -0.297, -1.271)
C (4.560, -0.394, -1.091)
N (2.546, 0.959, -0.658)
C (2.775, 2.012, -1.682)
C (2.679, 3.456, -1.135)
C (2.805, 3.604, 0.392)
N (1.460, 3.838, 0.983)
C (1.079, 0.974, -0.399)
C (0.371, -0.368, -0.538)
N (1.210, -1.360, 0.177)
C (0.521, -2.597, 0.667)
C (-0.522, -3.208, -0.270)
C (-1.784, -3.625, 0.466)
F (-1.400, -4.200, 1.625)
F (-2.436, -4.548, -0.198)
C (-2.722, -2.466, 0.856)
F (-2.069, -1.465, 1.444)
F (-3.553, -2.945, 1.769)
C (-3.634, -1.964, -0.327)
F (-3.101, -2.257, -1.504)
F (-4.773, -2.635, -0.248)
C (-3.997, -0.476, -0.232)
F (-2.876, 0.208, -0.496)
F (-4.390, -0.149, 0.980)
C (-5.105, -0.004, -1.242)
F (-5.298, -0.862, -2.227)
F (-4.685, 1.132, -1.776)
C (-6.481, 0.302, -0.587)
F (-6.902, -0.686, 0.150)
F (-7.343, 0.443, -1.580)
F (-6.468, 1.421, 0.068)
H (1.971, -4.340, -3.094)
H (3.186, -1.986, 0.050)
H (2.802, -0.303, -2.341)
H (4.773, 0.097, -0.146)
H (5.033, 0.180, -1.880)
H (4.896, -1.425, -1.079)
H (2.062, 1.863, -2.501)
H (3.752, 1.901, -2.140)
H (3.502, 4.017, -1.575)
H (1.777, 3.953, -1.473)
H (3.374, 4.506, 0.598)
H (3.309, 2.769, 0.868)
H (1.414, 4.763, 1.381)
H (1.248, 3.147, 1.690)
H (0.945, 1.281, 0.643)
H (0.541, 1.717, -0.980)
H (-0.625, -0.264, -0.123)
H (0.303, -0.629, -1.592)
H (1.535, -0.868, 1.013)
H (1.291, -3.338, 0.853)
H (0.116, -2.373, 1.646)
H (-0.795, -2.623, -1.144)
H (-0.119, -4.140, -0.655)
C (0.610, 3.557, 4.866)
Cl (1.083, 2.092, 3.982)
Cl (2.018, 4.482, 5.381)
H (0.004, 4.174, 4.213)
H (0.042, 3.262, 5.740)

Values from the calculation:
Total energy (eV): -84942.053
Largest force on an atom (Eh/bohr): 0.0641
Frontier orbital gap (eV): 8.79
Net charge: +1
LUMO energy (eV): -2.9

---

(3)
Entry from OMol25: 21 unconnected molecules or ions with the total composition C39H70Cl40IN2O at a distorted geometry (ωB97M-V with the def2-TZVPD basis set).

Element x y z (Å)
C (3.333, 1.194, 1.775)
C (4.505, 1.923, 0.898)
C (4.021, 3.387, 0.454)
C (4.343, 3.789, -1.060)
C (3.601, 2.910, -2.176)
C (2.229, 2.234, -1.716)
C (0.940, 3.221, -1.809)
C (-0.318, 2.320, -1.389)
C (-1.695, 2.440, -2.269)
N (-2.561, 1.453, -1.484)
C (-4.069, 1.692, -1.529)
C (-2.148, 1.402, -0.045)
C (-1.950, -0.020, 0.665)
C (-2.966, -0.505, 1.713)
C (-2.576, -1.889, 2.250)
C (-1.321, -2.578, 1.730)
N (-0.333, -2.154, 0.803)
C (-0.742, -0.874, 0.337)
C (-0.978, 2.494, 0.061)
C (-0.054, 2.554, 1.367)
C (-0.716, 3.677, 2.330)
O (-0.280, 4.854, 2.374)
I (-2.461, 3.222, 3.588)
H (2.793, 0.391, 1.158)
H (2.516, 1.939, 2.103)
H (3.743, 0.719, 2.730)
H (5.379, 2.051, 1.644)
H (4.855, 1.243, 0.049)
H (2.901, 3.530, 0.614)
H (4.601, 4.135, 1.118)
H (4.171, 4.898, -1.291)
H (5.478, 3.622, -1.214)
H (3.433, 3.496, -3.158)
H (4.314, 2.042, -2.458)
H (2.271, 1.698, -0.706)
H (2.005, 1.403, -2.494)
H (1.029, 4.106, -1.077)
H (0.792, 3.603, -2.885)
H (0.030, 1.264, -1.719)
H (-2.001, 3.546, -2.214)
H (-1.575, 1.986, -3.312)
H (-2.483, 0.595, -2.062)
H (-4.355, 2.729, -1.155)
H (-4.501, 1.475, -2.576)
H (-4.542, 0.939, -0.801)
H (-2.969, 1.873, 0.621)
H (-3.880, 0.086, 2.032)
H (-3.240, -2.403, 3.042)
H (-1.125, -3.632, 2.159)
H (-0.016, -0.412, -0.433)
H (-1.560, 3.495, 0.060)
H (0.956, 2.980, 1.044)
H (0.061, 1.547, 1.899)
C (0.031, -1.195, 5.496)
Cl (-1.117, -1.503, 4.180)
Cl (-0.764, -1.329, 7.071)
H (0.839, -1.923, 5.439)
H (0.434, -0.189, 5.388)
C (0.185, -3.062, -2.596)
Cl (1.870, -2.570, -2.802)
Cl (-0.908, -1.680, -2.768)
H (-0.063, -3.803, -3.352)
H (0.059, -3.489, -1.604)
C (5.818, -1.344, 4.934)
Cl (4.213, -1.966, 4.532)
Cl (6.577, -0.578, 3.532)
H (5.723, -0.604, 5.737)
H (6.446, -2.170, 5.266)
C (3.498, 0.107, 8.390)
Cl (4.937, -0.501, 7.557)
Cl (2.018, -0.630, 7.758)
H (3.583, -0.130, 9.450)
H (3.439, 1.186, 8.257)
C (-3.639, 6.728, -1.824)
Cl (-4.462, 5.422, -2.688)
Cl (-2.372, 6.094, -0.765)
H (-3.189, 7.404, -2.549)
H (-4.368, 7.267, -1.222)
C (9.949, -1.547, 3.216)
Cl (9.465, -2.402, 4.686)
Cl (11.643, -1.049, 3.295)
H (9.814, -2.209, 2.362)
H (9.325, -0.663, 3.100)
C (-5.863, 2.976, -5.162)
Cl (-7.000, 2.656, -6.474)
Cl (-6.648, 2.823, -3.583)
H (-5.045, 2.259, -5.222)
H (-5.475, 3.988, -5.268)
C (-6.908, -0.917, -1.509)
Cl (-7.728, -2.225, -2.369)
Cl (-5.640, -1.546, -0.448)
H (-6.459, -0.242, -2.237)
H (-7.637, -0.378, -0.908)
C (-4.782, 0.912, -8.889)
Cl (-3.776, -0.541, -8.895)
Cl (-3.880, 2.312, -8.297)
H (-5.121, 1.113, -9.904)
H (-5.641, 0.745, -8.240)
C (7.414, 1.460, -2.006)
Cl (6.978, 0.576, -0.538)
Cl (9.107, 1.963, -1.971)
H (7.254, 0.815, -2.868)
H (6.784, 2.345, -2.085)
C (-5.684, -3.963, -8.967)
Cl (-6.818, -4.284, -10.284)
Cl (-6.475, -4.110, -7.392)
H (-4.866, -4.680, -9.021)
H (-5.294, -2.951, -9.074)
C (-7.165, 8.358, -3.452)
Cl (-7.547, 7.466, -1.974)
Cl (-5.479, 8.892, -3.458)
H (-7.333, 7.709, -4.310)
H (-7.812, 9.231, -3.516)
C (-1.528, -6.371, -2.180)
Cl (0.220, -6.186, -2.391)
Cl (-2.268, -4.880, -1.581)
H (-1.975, -6.625, -3.140)
H (-1.714, -7.169, -1.464)
C (14.321, -3.381, 2.652)
Cl (13.519, -4.685, 1.768)
Cl (15.513, -4.020, 3.791)
H (14.826, -2.729, 1.941)
H (13.572, -2.815, 3.204)
C (-6.672, 1.974, 1.485)
Cl (-6.624, 2.030, -0.283)
Cl (-8.118, 1.139, 2.059)
H (-5.791, 1.444, 1.846)
H (-6.673, 2.992, 1.871)
C (1.338, -9.267, -0.248)
Cl (1.779, -10.764, -1.075)
Cl (-0.407, -9.175, 0.022)
H (1.847, -9.231, 0.714)
H (1.645, -8.421, -0.860)
C (3.340, -3.502, 9.647)
Cl (2.873, -4.358, 11.121)
Cl (5.033, -2.996, 9.708)
H (3.200, -4.165, 8.794)
H (2.710, -2.621, 9.536)
C (-4.825, -3.164, 6.099)
Cl (-6.443, -3.801, 5.786)
Cl (-4.166, -2.357, 4.668)
H (-4.880, -2.446, 6.916)
H (-4.167, -3.987, 6.375)
C (1.812, 5.067, 5.423)
Cl (2.820, 3.614, 5.374)
Cl (2.724, 6.456, 6.022)
H (1.455, 5.284, 4.418)
H (0.965, 4.888, 6.084)
C (-4.080, -7.648, -10.295)
Cl (-5.558, -7.993, -9.390)
Cl (-3.130, -6.380, -9.508)
H (-3.480, -8.554, -10.353)
H (-4.348, -7.317, -11.297)

Values from the calculation:
Total energy (eV): -555591.100
Largest force on an atom (Eh/bohr): 0.1232
Frontier orbital gap (eV): 8.84
Net charge: +1
LUMO energy (eV): -2.4

---

(4)
Entry from OMol25: C9H7BrFNO2 in the gas phase at a distorted geometry (ωB97M-V with the def2-TZVPD basis set).

Element x y z (Å)
C (2.184, 0.248, 0.674)
C (0.749, 0.383, 0.636)
C (-0.016, 0.806, 2.104)
F (-1.353, 0.913, 2.272)
N (0.764, 1.276, 3.116)
O (2.004, 1.303, 3.012)
O (0.261, 1.763, 4.162)
C (-0.087, -0.003, -0.414)
C (-1.447, 0.450, -0.598)
C (-2.200, -0.074, -1.582)
C (-1.810, -1.142, -2.435)
Br (-2.971, -1.846, -3.679)
C (-0.501, -1.574, -2.255)
C (0.372, -1.045, -1.330)
H (2.441, -0.169, -0.291)
H (2.639, 1.171, 0.834)
H (2.591, -0.315, 1.623)
H (-1.692, 1.384, 0.036)
H (-3.173, 0.352, -1.904)
H (-0.159, -2.468, -2.791)
H (1.404, -1.414, -1.191)

Values from the calculation:
Total energy (eV): -87784.957
Largest force on an atom (Eh/bohr): 0.1656
Frontier orbital gap (alpha / beta) (eV): 7.00 / 6.38
LUMO energy (alpha / beta) (eV): -1.9 / -2.0